68
Properties=species:S:1:pos:R:3 method="wB97M-V/def2-TZVPD" fmax_ev_per_a=0.49 homo_lumo_gap_ha="0.248 / 0.187" multiplicity=5 total_energy_ha=-3460.97081 total_charge=+2 e_above_lowest_ev=0.000 homo_ev="-12.9 / -12.9" s_squared=6.0656
C -3.171 0.409 -0.243
H 3.264 -1.983 2.582
H 2.501 7.245 1.164
C 1.454 1.184 -2.273
Ru -0.365 -0.347 -0.450
C -6.291 -3.724 -0.634
C -2.479 3.990 0.449
H 2.667 2.636 -3.000
H -0.065 -4.704 2.609
N -2.423 -0.700 -0.484
H -6.266 -0.925 -0.472
F -3.454 -1.479 3.167
C -5.032 -3.307 -0.975
N 1.837 2.091 -3.170
C -1.096 3.983 0.407
C 0.452 -3.831 2.237
C -4.565 0.363 -0.210
S 0.111 0.125 -2.702
C -0.141 -3.060 1.245
O -1.193 -0.327 2.251
N 2.116 1.097 -1.137
C -3.031 -1.852 -0.708
C 0.323 7.400 0.920
C -6.559 -5.050 -1.053
C 1.538 6.789 1.001
C -2.487 1.640 -0.006
C -0.466 2.743 0.163
F -0.465 2.183 3.043
C 2.266 -0.469 0.549
H -1.761 6.777 0.594
N 0.450 -1.989 0.731
C -2.414 2.346 4.315
C -3.600 1.747 4.780
H -3.017 4.907 0.651
H -5.435 -6.600 -2.129
S 1.418 5.099 0.822
H 3.259 -0.107 0.794
C -0.292 5.183 0.621
F -2.132 3.577 4.700
C -3.207 2.810 0.237
H 1.413 2.121 -4.081
H 0.186 8.467 1.009
C -1.592 1.648 3.482
F -5.088 -0.067 4.853
S -4.174 -4.547 -1.808
N -1.132 1.623 -0.027
C -5.501 -5.613 -1.700
H -1.126 -3.309 0.876
N 1.566 0.121 -0.356
H -7.000 -3.117 -0.089
C -4.644 2.743 0.265
F -4.388 2.422 5.573
C -1.906 0.303 3.045
H -2.392 -2.701 -0.922
C -3.957 0.440 4.400
C 1.683 -3.449 2.740
C 2.301 -2.317 2.220
C -0.729 6.479 0.701
C -5.291 1.578 0.053
H -7.493 -5.563 -0.882
H -6.372 1.538 0.069
H 2.160 -4.018 3.525
H -5.198 3.654 0.452
H 0.615 2.672 0.126
C -3.138 -0.260 3.565
C -4.430 -2.003 -0.712
C -5.185 -0.870 -0.458
C 1.666 -1.626 1.207

26
Properties=species:S:1:pos:R:3 method="wB97M-V/def2-TZVPD" fmax_ev_per_a=4.39 homo_lumo_gap_ha=0.334 smiles="C[Si](C)=N[Si](C)(C)Br.C=C" total_energy_ha=-3445.99105 e_above_lowest_ev=0.113 homo_ev=-8.9
Si 0.199 -1.349 -0.632
H 1.767 2.943 1.273
C 0.670 2.851 1.033
C -1.142 -1.564 2.505
H -0.075 -2.463 -2.930
H -1.450 -1.360 -2.746
H 1.142 -3.636 -0.356
C -0.397 -1.507 -2.537
N 0.422 0.052 0.144
H -0.095 -3.421 0.829
Si 0.180 1.686 -0.324
H -1.126 0.445 2.893
H -0.019 2.832 1.935
H 0.490 3.887 0.636
H 1.491 1.472 -2.486
H 1.867 3.001 -1.507
Br -2.144 1.807 -0.829
H -2.379 -0.155 1.688
C -1.523 -0.322 2.238
H 0.220 -0.724 -3.085
H -0.391 -1.623 3.244
C 0.756 -2.942 0.307
H 1.554 -2.696 1.084
H 0.395 2.849 -2.583
C 1.090 2.307 -1.851
H -1.504 -2.371 2.056

17
Properties=species:S:1:pos:R:3 method="wB97M-V/def2-TZVPD" fmax_ev_per_a=11.61 homo_lumo_gap_ha="0.236 / 0.254" multiplicity=3 total_energy_ha=-417.93208 e_above_lowest_ev=2.073 homo_ev="-5.6 / -9.9" s_squared=2.0121
H 1.940 -1.740 1.124
H 2.159 -1.597 -1.560
C 1.427 -1.048 -0.984
H 2.771 -0.305 0.369
C 1.869 -0.737 0.437
H 0.443 -0.264 1.969
H -0.786 2.331 -0.123
C -1.808 -0.409 0.191
N -2.249 0.826 -0.160
H -0.853 1.690 -1.615
C -0.341 -0.101 -0.149
H 1.071 1.063 1.105
C -1.037 1.412 -0.650
N 0.228 -0.739 -1.293
C 0.644 0.118 0.943
O -2.253 -1.410 0.696
H -3.223 0.908 -0.301

111
Properties=species:S:1:pos:R:3 method="wB97M-V/def2-TZVPD" fmax_ev_per_a=1.46 homo_lumo_gap_ha="0.158 / 0.158" total_energy_ha=-4492.32699 total_charge=+1 e_above_lowest_ev=2.268 homo_ev="-9.7 / -9.7"
C 0.058 4.338 -0.529
C 3.326 -4.527 -0.943
C 3.092 3.899 1.354
H 3.900 0.171 -0.287
H 3.966 -1.980 1.181
H 3.652 -3.590 5.862
H -2.297 -2.237 -2.272
C -6.421 -0.591 0.892
H 2.549 6.048 -3.939
H -3.200 4.882 0.567
H -2.477 -1.068 -6.391
H 4.120 0.096 1.736
O -0.922 -3.558 -0.817
H -5.034 1.955 -1.663
H 3.215 4.897 3.254
O -3.836 -2.723 -0.391
H 3.066 0.201 -1.775
C -0.237 -4.279 1.331
H -1.957 -5.921 -1.047
H -2.041 -6.232 0.710
H -2.138 -2.810 -4.672
H -0.686 3.718 2.047
N 0.225 -0.049 -0.499
C -2.821 2.905 -0.141
O 0.102 -1.854 1.373
H 4.819 -4.193 0.566
H 2.599 1.127 -3.498
C 1.078 1.010 3.914
C 0.873 0.563 2.620
H 3.171 5.032 -1.791
C -5.417 1.238 -0.946
C 1.001 -5.539 3.025
H -0.137 0.460 2.244
H -1.185 5.942 0.313
H -2.972 1.259 -5.720
H -3.818 2.682 0.220
H 3.580 -2.759 4.289
C 2.585 2.208 -3.565
C 3.250 0.340 2.330
H 4.168 3.890 1.241
H 4.457 0.851 4.025
C 0.117 -5.477 1.976
H -3.046 -4.988 -0.034
C 0.148 1.063 -1.280
C 3.481 -2.534 0.388
C -7.231 0.423 0.402
H 0.224 1.258 4.531
C 2.888 4.395 -2.623
C -1.225 4.894 0.029
O 2.425 -4.469 4.537
C -2.444 -1.475 -3.029
C 2.214 4.164 -4.916
H 1.042 1.325 -1.831
H -8.260 0.494 0.730
C 3.004 0.588 -0.754
H 1.272 -6.477 3.487
C -2.069 -5.470 -0.061
H 2.017 2.152 -5.627
C 0.322 -3.089 1.835
H 2.228 -2.609 5.443
S -4.160 -2.123 0.881
H 0.366 2.421 0.305
C 2.217 -4.013 -1.596
H 1.592 -2.205 3.291
P 3.419 2.410 -0.833
H -3.119 1.849 -3.333
C -2.179 1.907 -0.781
C 2.872 3.007 -2.465
C -6.739 1.320 -0.535
C -2.402 4.272 0.156
H -6.798 -1.338 1.575
C 2.357 -2.029 -0.265
C -2.917 0.824 -3.624
O -2.925 -1.508 1.536
C 0.842 3.393 0.541
C 1.725 -2.761 -1.259
Pt -1.405 -0.967 0.345
C -1.055 -4.361 0.092
O -4.928 -2.890 1.812
P 1.721 -0.404 0.115
C -2.731 -0.163 -2.656
C -2.826 0.496 -4.966
C -0.854 1.978 -1.386
C 2.546 4.971 -3.834
H 0.724 5.168 -0.772
C 2.996 -3.283 5.053
H -0.290 -6.406 1.605
C 1.211 -3.146 2.920
C -5.112 -0.689 0.453
H 0.799 4.670 3.771
C 2.546 4.442 2.532
C 1.558 -4.352 3.502
S -0.292 3.477 -2.106
C 1.960 0.206 1.817
C 1.192 4.341 2.820
C 3.451 0.778 3.634
C 3.959 -3.788 0.049
H 2.519 1.431 5.450
C 2.365 1.105 4.429
C -2.547 -0.813 -5.341
P -2.834 0.219 -0.896
C -4.581 0.252 -0.427
C 2.314 3.313 0.387
H 3.696 -5.511 -1.199
C -2.355 -1.792 -4.378
H 1.713 -4.592 -2.359
H -7.381 2.088 -0.944
C 0.375 3.809 1.861
H 0.836 -2.379 -1.738
H 1.947 4.611 -5.864
C 2.251 2.786 -4.782